Entry 1:
23
Properties=species:S:1:pos:R:3:lowdin_charge:R:1 method="wB97M-V/def2-TZVPD" charge=0 e_homo_ev=-6.99 homo_lumo_gap_ha=0.291 total_energy_ha=-363.610760
C 0.523 0.111 -0.643 -0.3418
C 1.590 -0.137 0.466 -0.2357
C 1.200 0.402 1.826 -0.1580
C -0.784 -1.875 -0.049 -0.0441
C 0.456 1.591 -1.005 -0.0595
N -0.826 -0.417 -0.231 -0.3765
N -1.715 -0.167 -1.524 0.1015
N -1.426 0.138 0.996 -0.0580
H 0.803 -0.463 -1.531 0.1340
H -2.354 0.576 -1.240 0.0753
H -2.294 -0.981 -1.720 0.0638
H -1.455 1.151 0.866 0.0022
H -0.075 0.271 1.932 0.0964
H 2.512 0.327 0.100 0.1052
H 1.773 -1.210 0.542 0.0903
H 1.274 1.488 1.861 0.0481
H 1.810 -0.018 2.621 0.0494
H -1.800 -2.210 0.143 0.0903
H -0.392 -2.356 -0.946 0.1003
H -0.175 -2.111 0.823 0.0949
H -0.112 1.745 -1.921 0.0671
H -0.001 2.174 -0.207 0.0698
H 1.467 1.971 -1.158 0.0848

Entry 2:
23
Properties=species:S:1:pos:R:3:lowdin_charge:R:1 method="wB97M-V/def2-TZVPD" charge=+2 e_homo_ev=-17.99 homo_lumo_gap_ha=0.440 total_energy_ha=-363.189428 smiles="[NH2+]=CNCCCC[NH3+]"
N -0.139 0.479 -4.469 0.2196
C -0.126 0.045 -3.240 -0.1123
N 0.704 0.445 -2.302 0.0855
C 0.679 -0.219 -0.996 -0.1884
C 0.068 0.556 0.137 -0.1654
C 0.538 0.064 1.583 -0.1326
C -0.657 -0.605 2.290 -0.1180
N -0.633 -0.413 3.802 0.2098
H -0.890 0.243 -5.100 0.1491
H 0.589 1.048 -4.888 0.1559
H -0.839 -0.684 -2.885 0.1689
H 1.444 1.131 -2.342 0.1805
H 1.639 -0.694 -0.781 0.1390
H 0.146 -1.187 -1.043 0.1384
H -1.003 0.753 0.104 0.1172
H 0.415 1.597 0.103 0.1198
H 0.814 0.995 2.083 0.1166
H 1.445 -0.513 1.430 0.1171
H -0.652 -1.676 2.108 0.1404
H -1.578 -0.195 1.899 0.1237
H -0.198 -1.206 4.277 0.1797
H -1.619 -0.376 4.072 0.1782
H -0.145 0.412 4.160 0.1772

Entry 3:
23
Properties=species:S:1:pos:R:3:lowdin_charge:R:1 method="wB97M-V/def2-TZVPD" multiplicity=3 charge=+2 e_homo_ev="-15.75 / -21.31" homo_lumo_gap_ha="0.316 / 0.342" s2=2.01 total_energy_ha=-362.842889
C -0.495 -2.370 0.810 0.1197
C -2.150 -0.533 0.799 0.0769
C 1.229 -1.012 -0.693 0.0128
C 1.474 1.353 0.572 0.0011
C -0.075 1.788 -1.288 0.0808
N -0.818 -1.135 0.514 -0.1193
N 0.024 -0.383 -0.192 -0.0199
N 0.192 1.047 0.006 -0.1026
H 0.446 -2.715 0.490 0.0749
H -1.191 -3.080 1.052 0.0920
H -2.430 0.002 1.703 0.1215
H -2.200 0.130 -0.038 0.0782
H -2.887 -1.377 0.592 0.1579
H 0.956 -1.966 -1.165 0.1303
H 1.557 -0.404 -1.522 0.1115
H 2.064 -1.182 0.102 0.1728
H 2.316 1.350 -0.142 0.1361
H 1.405 2.345 1.067 0.1499
H 1.822 0.662 1.402 0.1513
H 0.021 2.763 -0.975 0.0907
H 0.457 1.643 -2.286 0.1703
H -1.140 1.734 -1.453 0.1103
H -0.576 1.341 0.646 0.2029

Entry 4:
23
Properties=species:S:1:pos:R:3:lowdin_charge:R:1 method="wB97M-V/def2-TZVPD" multiplicity=2 charge=+3 e_homo_ev="-23.05 / -23.02" homo_lumo_gap_ha="0.376 / 0.203" s2=0.77 total_energy_ha=-362.531488
C 1.702 -0.908 -1.313 -0.1257
C 1.762 0.220 -0.294 -0.1877
C 0.700 0.095 0.793 -0.1636
C -0.646 0.750 0.584 -0.0640
N -1.736 0.067 1.347 0.2639
C -2.943 0.697 1.262 0.0021
N -4.136 0.319 1.639 0.3775
N 2.750 -0.833 -2.432 0.2253
H 0.666 -1.068 -1.666 0.1487
H 2.114 -1.775 -0.754 0.1538
H 2.730 0.383 0.271 0.1650
H 1.645 1.231 -0.717 0.1357
H 0.563 -0.992 0.938 0.1401
H 1.136 0.527 1.711 0.1589
H -0.744 1.813 0.843 0.1856
H -0.913 0.706 -0.470 0.1818
H -1.482 -0.664 2.019 0.2190
H -2.923 1.730 0.862 0.2019
H -4.883 0.979 1.393 0.2062
H -4.295 -0.646 1.959 0.2055
H 2.579 -1.652 -3.053 0.1992
H 3.658 -1.053 -2.013 0.1854
H 2.697 0.074 -2.907 0.1856

Entry 5:
26
Properties=species:S:1:pos:R:3:lowdin_charge:R:1 method="wB97M-V/def2-TZVPD" charge=+2 e_homo_ev=-16.21 homo_lumo_gap_ha=0.271 total_energy_ha=-727.771228
Sn -1.206 -1.600 0.101 1.4911
C 0.773 -0.367 -0.394 -0.0793
C -0.282 0.827 -0.329 -0.3475
C -0.015 2.079 -1.278 -0.1189
O -0.963 3.152 -1.000 -0.2041
C -0.822 4.237 -1.886 -0.0835
N -1.502 0.180 -0.599 -0.1591
H 0.693 -0.935 -1.320 0.1096
H 0.721 -1.033 0.468 -0.0093
H 1.750 0.101 -0.268 0.1440
H -0.396 1.294 0.649 0.1662
H -0.096 1.811 -2.331 0.1341
H 0.922 2.629 -1.186 0.1366
H -1.461 5.053 -1.548 0.1048
H -1.291 3.956 -2.829 0.1020
H 0.199 4.619 -1.870 0.1032
H -2.265 0.746 -0.257 0.1454
H -1.703 0.202 -1.588 0.1396
C 0.399 -3.178 1.844 -0.5815
O -0.569 -2.817 1.242 -0.1807
N 0.448 -4.240 2.653 0.2414
N 1.663 -2.634 1.874 0.2120
H 1.223 -4.352 3.292 0.1448
H -0.274 -4.946 2.648 0.1556
H 1.702 -1.723 1.439 0.0865
H 2.352 -3.062 2.476 0.1470

Entry 6:
25
Properties=species:S:1:pos:R:3:lowdin_charge:R:1 method="wB97M-V/def2-TZVPD" charge=+2 e_homo_ev=-16.72 homo_lumo_gap_ha=0.370 total_energy_ha=-472.569427
C -0.881 -0.080 -0.473 -0.3678
C -1.861 0.287 0.678 -0.2180
C -2.845 -0.857 0.933 -0.1193
C -2.480 1.664 0.221 -0.0104
C 0.866 1.501 -0.609 0.0647
N -1.213 -0.753 -1.511 0.2386
N 0.299 0.439 -0.226 0.0676
N -3.078 -1.733 0.062 0.1347
N 3.147 -0.547 -0.092 0.0483
N 4.309 -0.813 0.562 0.1361
H -1.192 0.259 1.652 0.1878
H -3.179 -0.738 1.890 0.1060
H -3.452 1.640 -0.290 0.1004
H -1.845 2.214 -0.495 0.0733
H -2.470 2.324 1.163 0.1219
H 0.687 2.148 -1.429 0.0963
H 1.754 1.854 -0.026 0.1005
H 2.496 -1.293 -0.013 0.1082
H -0.492 -1.095 -2.151 0.1506
H -3.680 -2.534 0.126 0.1081
H -2.212 -1.294 -1.272 0.1628
H 3.366 -0.174 -1.020 0.1396
H 4.023 -1.311 1.368 0.1794
H 4.810 0.051 0.852 0.2101
H 5.124 -1.159 0.102 0.1805

Entry 7:
25
Properties=species:S:1:pos:R:3:lowdin_charge:R:1 method="wB97M-V/def2-TZVPD" charge=+2 e_homo_ev=-15.77 homo_lumo_gap_ha=0.253 total_energy_ha=-472.466188
C 1.759 -1.178 -0.041 -0.4534
C -2.483 -0.963 0.573 -0.0139
C -4.111 0.567 -0.517 0.0154
C 2.704 2.030 -0.401 0.0440
C -2.871 -0.069 -0.406 -0.0201
N 0.637 -0.515 -0.079 0.0575
N 2.832 -0.343 0.215 0.1330
N 1.932 -2.498 -0.173 0.1903
N 2.339 0.947 0.554 -0.1132
N 0.912 0.779 0.448 -0.0280
H -3.067 -0.749 1.463 0.1249
H -2.432 -2.124 0.405 0.2108
H -1.460 -0.761 0.635 0.0338
H -4.597 0.870 0.292 0.0681
H -4.695 -0.263 -1.065 0.2115
H -4.019 1.443 -1.197 0.1381
H 1.950 2.824 -0.452 0.1129
H 3.624 2.448 -0.076 0.0972
H 2.626 1.672 -1.432 0.1229
H -2.197 0.109 -1.209 0.1385
H 3.757 -0.607 0.549 0.1870
H 1.166 -3.029 -0.729 0.1928
H 2.907 -2.672 -0.215 0.1057
H 2.580 1.178 1.624 0.2712
H 0.208 0.904 1.234 0.1731

Entry 8:
22
Properties=species:S:1:pos:R:3:lowdin_charge:R:1 method="wB97M-V/def2-TZVPD" charge=0 e_homo_ev=-7.95 homo_lumo_gap_ha=0.321 total_energy_ha=-329.451495 smiles=CCN(C)CC.O
C 1.134 1.531 0.081 -0.0863
C 0.361 1.086 -1.186 -0.2833
N -0.296 -0.187 -1.206 -0.2221
C -1.326 -0.228 -0.175 -0.1052
C 0.474 -1.441 -1.253 -0.2370
C 1.969 -1.315 -1.029 -0.0968
H 2.101 1.997 -0.009 0.0634
H 1.320 0.688 0.751 0.0562
H 0.474 2.172 0.658 0.0597
H 1.043 1.146 -2.004 0.0904
H -0.322 1.899 -1.433 0.1092
H -1.077 -0.696 0.785 0.0798
H -1.675 0.772 0.006 0.0759
H -2.149 -0.833 -0.564 0.0827
H 0.052 -2.085 -0.478 0.1004
H 0.270 -1.986 -2.180 0.1068
H 2.226 -1.011 -0.025 0.0565
H 2.449 -0.651 -1.750 0.0742
H 2.478 -2.272 -1.171 0.0727
O -2.090 0.513 3.654 -0.0643
H -2.006 -0.180 4.317 0.0308
H -1.675 1.270 4.094 0.0364

Entry 9:
22
Properties=species:S:1:pos:R:3:lowdin_charge:R:1 method="wB97M-V/def2-TZVPD" charge=0 e_homo_ev=-9.02 homo_lumo_gap_ha=0.367 total_energy_ha=-329.452485 smiles=CC(C)[C@H](C)N.O
C 1.450 0.556 1.829 -0.0748
C 0.444 0.984 0.765 -0.3501
C 0.138 2.498 1.037 -0.0969
C -0.901 0.116 0.840 -0.4322
C -1.455 -0.042 -0.566 -0.0676
N -1.918 0.588 1.760 0.0311
H 2.433 0.380 1.401 0.0723
H 1.306 -0.479 2.162 0.0752
H 1.470 1.326 2.589 0.0703
H 0.730 1.025 -0.278 0.1110
H -0.465 3.101 0.361 0.0721
H -0.421 2.626 1.981 0.0599
H 1.074 3.028 1.225 0.0723
H -0.547 -0.844 1.245 0.1141
H -1.284 -0.990 -1.080 0.0746
H -2.543 -0.245 -0.527 0.0798
H -1.119 0.837 -1.110 0.0734
H -1.543 1.231 2.442 0.0497
H -2.628 1.134 1.292 0.0660
O 1.898 -3.954 -4.711 -0.0468
H 1.780 -4.555 -3.974 0.0310
H 1.616 -4.426 -5.479 0.0158

Entry 10:
22
Properties=species:S:1:pos:R:3:lowdin_charge:R:1 method="wB97M-V/def2-TZVPD" charge=0 e_homo_ev=-8.66 homo_lumo_gap_ha=0.346 total_energy_ha=-329.450023 smiles=CC(C)N(C)C.O
C -0.919 0.706 0.279 -0.0790
C 0.555 1.033 0.501 -0.3716
C 0.845 1.432 1.937 -0.0920
N 1.453 -0.212 0.161 -0.1965
C 0.932 -0.907 -1.014 -0.1658
C 1.365 -1.243 1.217 -0.1385
H -1.530 1.360 0.901 0.0783
H -1.097 -0.340 0.510 0.0648
H -1.339 0.875 -0.711 0.0714
H 0.879 1.759 -0.246 0.1270
H 0.616 2.489 2.108 0.0774
H 0.225 0.876 2.620 0.0723
H 1.887 1.449 2.265 0.0831
H 0.859 -0.165 -1.806 0.0820
H 1.639 -1.683 -1.363 0.0853
H 0.026 -1.517 -0.960 0.0765
H 1.561 -0.926 2.233 0.0636
H 2.054 -2.038 0.899 0.0861
H 0.387 -1.744 1.315 0.0777
O -3.607 -0.236 -3.271 -0.0528
H -2.748 -0.153 -3.685 0.0258
H -4.043 -0.816 -3.891 0.0252

Entry 11:
22
Properties=species:S:1:pos:R:3:lowdin_charge:R:1 method="wB97M-V/def2-TZVPD" charge=0 e_homo_ev=-8.89 homo_lumo_gap_ha=0.356 total_energy_ha=-329.418375 smiles=CCC[C@@H](C)N.O
C 1.084 -1.349 1.525 -0.0747
C 1.863 0.036 1.227 -0.2518
C 1.724 0.563 -0.253 -0.1576
C 0.121 0.557 -0.685 -0.4752
C -0.632 1.325 0.321 -0.1034
N 0.137 1.037 -2.041 0.0127
H 0.105 -1.150 1.740 0.0083
H 1.410 -1.996 2.303 0.0533
H 1.122 -1.695 0.450 0.0844
H 1.736 0.770 2.059 0.0919
H 3.005 -0.181 1.263 0.1093
H 2.159 1.586 -0.534 0.1243
H 2.226 -0.212 -0.848 0.0930
H -0.456 -0.378 -0.614 0.1201
H -1.135 0.634 1.086 0.1078
H -1.412 1.851 -0.162 0.0549
H -0.105 2.117 0.815 0.0707
H -0.666 1.492 -2.316 0.0228
H 1.026 1.568 -2.355 0.1102
O -4.397 -1.987 -0.658 -0.0962
H -3.942 -1.747 -1.431 -0.0173
H -4.974 -2.840 -0.891 0.1125

Entry 12:
22
Properties=species:S:1:pos:R:3:lowdin_charge:R:1 method="wB97M-V/def2-TZVPD" charge=0 e_homo_ev=-9.86 homo_lumo_gap_ha=0.394 total_energy_ha=-329.493784 smiles=CC(C)[C@@H](C)N.O
C -0.101 -0.152 1.880 -0.0747
C 0.853 0.121 0.699 -0.3969
C 1.692 -1.146 0.478 -0.0822
C 0.026 0.575 -0.495 -0.4365
C 0.917 0.922 -1.700 -0.0727
N -1.041 -0.362 -0.928 0.0390
H -0.903 0.570 2.011 0.0752
H -0.530 -1.153 1.830 0.0802
H 0.563 -0.169 2.750 0.0767
H 1.622 0.856 0.949 0.1353
H 2.609 -0.994 -0.087 0.0747
H 1.098 -1.940 0.010 0.0746
H 1.942 -1.556 1.460 0.0774
H -0.456 1.526 -0.236 0.1336
H 1.712 1.644 -1.497 0.0793
H 0.370 1.265 -2.581 0.0712
H 1.399 -0.015 -2.012 0.0740
H -0.573 -1.265 -1.053 0.0795
H -1.335 -0.056 -1.849 0.0807
O -3.596 0.337 0.362 -0.0873
H -3.541 1.075 -0.248 0.0181
H -2.727 -0.083 0.256 -0.0192

Per-record energy above the lowest of the compared OMol25 structures with the same formula, charge and spin, kJ/mol: 463.0; 64.8; 257.5; 78.1; 529.8; 61.9; 333.0; 147.3; 144.7; 151.2; 234.3; 36.3